# 1
Formula: C16H46CdO8S6
Source: the OMol25 dataset
Level of theory: ωB97M-V/def2-TZVPD

```
77
Properties=species:S:1:pos:R:3
S 0.33 -2.55 1.51
H 4.32 -1.91 -4.22
H -2.96 3.36 1.28
H 0.82 -1.93 3.80
C 5.83 0.34 -0.81
H -1.14 -4.13 0.28
H 2.01 0.96 -2.84
H 2.08 2.11 1.37
H -3.22 0.83 -3.27
H -4.24 -2.52 -1.31
C 3.83 -2.14 -3.27
O 2.86 -4.53 -3.78
H -1.57 0.49 -3.55
S -2.95 2.99 -1.10
H -4.36 -1.27 1.38
H 3.65 -1.21 -2.74
H 0.80 2.20 -3.03
C -1.47 4.08 -0.95
H 1.39 -1.89 -1.69
O -0.78 1.74 1.22
C 3.66 -0.77 0.49
H -0.50 -3.02 3.87
H -1.56 2.28 4.33
O -2.37 1.53 -1.02
H 1.55 0.70 2.41
H 4.48 -2.79 -2.68
H -0.90 -1.49 3.20
C -4.20 -1.61 -1.90
C -0.64 1.79 4.01
H -1.67 5.15 -0.99
H -1.04 -4.51 1.91
C 2.43 2.53 -1.75
H 5.33 0.12 -1.75
S 2.30 -3.12 -3.60
O -1.59 -1.30 -1.55
H -4.20 4.28 0.58
Cd -1.01 0.13 -0.06
C -1.13 -3.64 1.26
H 3.24 1.95 -1.32
H -2.81 -0.21 -4.66
C 1.34 1.62 -2.29
H -4.30 -0.74 -1.25
C 1.58 -2.94 -1.90
O 0.21 -1.35 0.60
H -3.47 0.16 3.95
H -0.98 3.82 -0.01
H 0.15 2.07 4.70
C -0.08 -2.21 3.26
S -0.11 2.49 2.37
O 0.47 1.03 -1.29
C -3.88 -0.44 1.90
C -3.83 -0.71 3.41
C 1.63 1.79 2.31
H 0.59 -3.38 -2.01
H -2.07 -3.10 1.36
S -2.54 -1.52 -2.70
S 5.54 -0.74 0.65
C -3.76 3.29 0.54
H 3.28 0.23 0.27
H -0.78 0.71 3.96
H 2.94 3.19 -2.45
H -0.68 3.82 -1.66
H 6.90 0.36 -1.01
H -5.08 -1.62 -2.55
H -4.73 -1.06 3.91
O -2.66 -0.28 1.21
O 5.85 0.13 1.86
H -3.14 -1.55 3.49
H 2.10 3.18 -0.93
H 3.35 -1.38 -0.36
C -2.56 0.05 -3.63
H 5.54 1.37 -0.59
H 2.23 -3.39 -1.15
H -4.49 2.51 0.77
H 2.26 2.25 3.06
H 3.16 -1.11 1.40
H -4.57 0.39 1.73
```

Properties
Maximum force, eV/A: 4.53
LUMO energy, eV: 0.264
Multiplicity: 1
Highest occupied orbital energy, eV: -7.071
M, g/mol: 671.35
Orbital gap, eV: 7.33
DFT total energy, eV: -103285.3515

Here are the Löwdin charges for atoms 1 to 5, given in e: number 1, S, carries 0.88; number 2, H, carries 0.05; number 3, H, carries 0.03; number 4, H, carries 0.05; number 5, C, carries -0.27

***

# 2
Formula: C17H36F3INO14P3S
Source: the OMol25 dataset
Level of theory: ωB97M-V/def2-TZVPD

```
76
Properties=species:S:1:pos:R:3
O 0.88 3.72 0.03
O 0.92 -1.87 -7.06
H 2.15 -5.05 -2.69
F -8.75 2.47 4.57
O 2.90 -6.13 -0.78
H 2.08 -0.11 -2.43
N -5.08 2.85 2.29
H -0.85 -2.95 -6.78
H -0.38 0.04 -3.37
C -4.39 2.39 3.51
O 0.01 1.78 0.99
H 3.81 2.14 1.96
O -0.12 -1.13 -5.05
O 2.14 -0.18 -5.97
H 4.22 2.34 0.25
O 1.97 -1.49 -3.94
H 3.80 3.55 -1.84
O 4.21 -3.98 -0.02
H -6.84 4.02 3.70
H -4.59 4.05 4.94
H -1.35 1.49 4.31
H -2.82 3.89 3.78
O -3.50 0.47 1.85
C 3.03 -4.57 -3.10
H -0.47 -0.13 0.27
H 3.62 -0.80 -2.95
C -7.45 2.10 4.51
H 6.66 -6.47 1.58
C 6.29 -5.78 0.82
H 2.81 -3.51 -3.24
O 2.14 2.42 -1.54
H -1.05 0.27 1.90
P 1.41 -1.41 -5.52
H 3.01 -2.48 -0.79
I -3.55 -1.80 3.65
H 2.13 -3.84 -0.04
C -3.90 0.20 2.93
O 4.94 -6.16 0.49
H -2.40 2.67 2.61
C 2.66 -0.42 -3.30
H 2.46 3.89 -2.94
H 3.00 -2.67 0.97
H 3.24 -5.01 -4.07
H 0.06 -3.29 -8.27
C -0.22 0.37 1.21
C 3.43 2.47 0.99
P 1.10 2.26 -0.21
H 0.67 -0.09 1.64
C 3.01 -3.21 0.02
C 2.72 3.67 -1.90
H 6.94 -5.84 -0.05
C -5.09 3.11 4.71
C -0.44 0.12 -4.46
H -1.67 2.88 5.38
O -4.57 1.00 3.77
C -2.13 2.12 4.73
H 2.84 0.45 -3.92
H -6.93 3.91 5.42
P 4.20 -5.40 -0.81
H 3.14 3.52 1.05
H 0.65 -3.92 -6.72
H -4.96 2.46 5.58
C -6.60 3.36 4.53
H 0.21 0.91 -4.82
C -2.90 2.82 3.57
H -2.80 1.55 5.38
F -7.35 1.38 3.38
O 4.19 -4.66 -2.29
O 2.32 1.64 0.67
C -4.77 3.92 1.85
H 2.42 4.50 -1.28
F -7.17 1.31 5.55
H 6.31 -4.77 1.22
C 0.15 -3.08 -7.20
S -4.30 5.39 1.52
H -1.47 0.35 -4.73
```

Properties
Maximum force, eV/A: 8.61
Structure (SMILES): CC[C@@](CCC(F)(F)F)(N=C=S)OC(=O)I.COP(=O)(OC)OC.COP(=O)(OC)OC.COP(=O)(OC)OC
LUMO energy, eV: -2.289
Multiplicity: 1
Highest occupied orbital energy, eV: -9.622
M, g/mol: 787.36
Orbital gap, eV: 7.33
DFT total energy, eV: -103319.6270

Here are the Löwdin charges for atoms 1 to 5, given in e: number 1, O, carries -0.29; number 2, O, carries -0.22; number 3, H, carries 0.08; number 4, F, carries 0.12; number 5, O, carries -0.28

***

# 3
Formula: C30H43BBrN5PdSi
Source: the OMol25 dataset
Level of theory: ωB97M-V/def2-TZVPD

```
82
Properties=species:S:1:pos:R:3
N 4.90 -0.01 0.10
H -2.60 2.99 -3.11
H -2.64 -0.83 0.86
H -4.24 -0.06 0.81
Pd 1.95 -0.82 0.15
C -2.62 1.29 1.44
Si -2.18 1.95 -0.26
H -1.38 -4.49 1.62
C 4.23 1.19 0.41
Br 0.00 0.46 -0.84
C 6.57 -3.80 -0.23
C 6.10 -2.50 -0.07
H 0.54 3.24 -1.11
H 0.47 -2.87 -2.06
C 4.35 3.54 0.75
H -1.59 -6.23 -0.37
H -2.29 -2.88 0.61
C 3.81 -3.33 -0.41
H -3.49 -0.45 2.35
C 1.44 -4.96 0.48
H -4.58 2.30 1.50
N 2.54 -3.02 -0.50
N 2.93 1.16 0.76
H -0.56 5.21 0.85
C 0.40 -3.69 -1.36
C -0.31 -2.44 1.54
H -1.71 0.66 3.28
H -0.61 0.55 1.91
H 3.67 -5.46 -0.88
H 6.01 2.31 0.07
N 4.16 -0.99 0.01
C -2.63 4.64 -0.76
C -0.90 4.17 0.97
H -2.31 -3.05 2.58
H 2.53 4.40 1.51
C 4.34 -4.65 -0.61
H -2.21 -0.64 -1.96
C -0.34 3.82 -1.41
B -1.66 -3.26 1.57
H 4.89 4.48 0.72
H 1.33 2.21 1.45
H -2.25 5.66 -0.76
C 4.97 2.35 0.38
H -0.04 3.58 1.28
C 5.68 -4.87 -0.51
C -4.60 1.86 -1.55
C -3.16 1.34 -1.75
C 2.36 2.29 1.15
C 0.36 -5.78 0.52
C 3.04 3.51 1.17
H -0.63 3.49 -2.40
H -3.73 -0.42 -2.84
H -3.90 1.88 3.07
H 2.24 -5.04 1.21
H 7.63 -3.99 -0.16
H -4.65 2.95 -1.48
H -0.98 2.13 2.63
C -3.65 2.25 2.08
H -0.05 4.87 -1.47
H -3.18 1.53 -3.90
H -3.02 4.43 -1.75
H -5.20 1.57 -2.42
C -0.73 -5.57 -0.39
H 0.30 -6.57 1.25
H -1.63 4.17 1.78
H -1.49 -4.37 -2.03
H -1.55 1.56 -3.23
C -3.21 -0.19 -1.90
H -5.08 1.44 -0.66
H 6.77 -1.68 0.13
H 6.08 -5.86 -0.65
N 0.67 -1.84 1.48
C -0.68 -4.52 -1.34
C -3.28 -0.09 1.34
H -3.28 3.27 2.20
C -1.47 3.69 -0.37
C -2.58 1.90 -3.06
C 1.48 -3.91 -0.47
C -1.40 1.16 2.36
H -3.76 -0.68 -1.10
H -3.46 4.60 -0.04
C 4.75 -2.26 -0.16
```

Properties
Total charge: +2
Maximum force, eV/A: 0.77
Energy relative to the best compared isomer or geometry (same formula, charge and spin), kJ/mol: 83.0
LUMO energy (spin up / spin down), eV: -7.066 / -9.389
Multiplicity: 5
Highest occupied orbital energy (spin up / spin down), eV: -14.084 / -14.570
M, g/mol: 698.93
Orbital gap (spin up / spin down), eV: 7.02 / 5.18
DFT total energy, eV: -121316.8678

Here are the Löwdin charges for atoms 1 to 5, given in e: number 1, N, carries 0.14; number 2, H, carries 0.07; number 3, H, carries 0.03; number 4, H, carries 0.08; number 5, Pd, carries 0.80

***

# 4
Formula: H46NaO23
Source: the OMol25 dataset
Level of theory: ωB97M-V/def2-TZVPD

```
70
Properties=species:S:1:pos:R:3
O 29.20 -1.92 12.85
O 27.78 -5.20 10.97
H 28.10 1.16 14.55
H 27.29 5.26 10.11
O 25.75 -1.85 12.41
O 25.74 2.20 15.04
H 30.10 -1.58 12.90
H 27.54 -0.23 14.30
H 26.62 -2.24 15.96
H 30.39 -0.08 7.08
H 27.33 -2.90 14.79
H 26.23 -4.60 8.21
H 30.63 0.76 10.54
H 25.16 -2.60 12.43
H 29.83 1.53 11.56
O 24.05 0.17 9.91
H 27.35 3.36 8.35
H 31.51 -0.95 10.82
H 29.17 -2.60 13.52
H 30.77 1.26 6.50
H 30.91 -2.68 8.13
H 32.44 1.16 9.23
H 28.72 3.79 11.66
H 29.56 -3.69 9.71
O 29.38 -2.88 10.20
O 27.70 4.45 10.44
O 26.20 0.33 6.89
O 30.25 0.48 6.31
H 25.60 0.91 7.36
H 25.22 -4.96 7.15
H 23.52 -0.62 9.80
H 28.67 -5.17 14.52
H 26.86 -4.92 10.92
O 27.58 0.65 13.93
H 31.87 -0.07 8.56
H 32.10 -2.32 7.26
H 25.69 -2.19 8.77
H 26.58 -1.13 8.17
H 24.74 -0.08 10.53
H 24.59 -5.00 9.95
Na 27.92 -0.86 10.94
H 24.58 -0.74 13.29
H 26.16 -1.85 13.28
O 31.75 0.50 9.32
H 26.65 0.74 12.29
H 27.93 -4.55 13.36
H 30.23 -2.61 10.53
O 26.46 0.91 11.37
H 23.87 0.58 13.08
O 28.04 -4.49 14.31
H 28.28 -4.39 11.02
H 27.33 1.84 8.36
O 29.07 3.08 12.21
O 26.52 -1.75 8.90
H 28.39 2.93 12.87
H 25.62 -0.25 6.39
H 27.29 3.75 9.93
O 27.09 2.61 8.88
O 31.77 -1.84 11.08
O 23.76 -0.28 13.48
O 26.80 -2.13 15.03
H 32.62 -1.96 10.66
O 31.45 -1.94 7.85
H 26.17 1.47 14.60
H 25.92 1.69 11.37
H 25.20 2.61 14.37
O 29.86 0.70 11.09
O 25.38 -4.34 7.85
H 24.26 -4.19 11.18
O 25.00 -4.51 10.66
```

Properties
Total charge: +1
Maximum force, eV/A: 1.18
Energy relative to the best compared isomer or geometry (same formula, charge and spin), kJ/mol: 39.0
LUMO energy, eV: -2.538
Multiplicity: 1
Highest occupied orbital energy, eV: -12.952
M, g/mol: 437.34
Orbital gap, eV: 10.41
DFT total energy, eV: -52254.8728

Here are the natural (NBO) charges for atoms 1 to 5, given in e: number 1, O, carries -0.98; number 2, O, carries -0.98; number 3, H, carries 0.50; number 4, H, carries 0.48; number 5, O, carries -0.97

***

# 5
Formula: C11H20BF2N4OPRhS2
Source: the OMol25 dataset
Level of theory: ωB97M-V/def2-TZVPD

```
43
Properties=species:S:1:pos:R:3
C 1.14 0.45 3.88
C -1.27 -2.90 0.50
H -2.49 2.41 1.35
H 1.56 -2.47 -2.08
F 2.30 -0.13 -2.86
C 1.76 -1.62 2.76
H -0.39 -1.28 -1.78
P -1.26 2.74 -0.67
H -1.76 -2.93 1.47
H 1.92 -2.37 -0.37
C 1.12 -2.52 -1.09
B 2.06 0.87 -2.00
Rh 1.11 0.50 -0.34
C -0.71 -1.51 0.25
H -3.50 2.27 -1.35
N 0.17 -1.39 -0.94
H 0.55 -3.61 1.24
H -2.50 2.83 -2.70
H -1.98 -3.22 -0.27
H -3.12 4.00 -1.52
H -2.03 4.11 1.14
H 0.84 3.89 -0.61
F 2.41 2.08 -2.38
C 2.36 0.46 1.74
S 3.10 -0.38 0.42
C 0.51 -3.89 -0.85
C -0.07 3.97 -1.20
H 1.29 -4.64 -0.86
C -2.74 2.99 -1.65
H -0.26 -4.16 -1.58
N -0.15 -3.88 0.50
O -0.78 1.31 -0.87
H -0.49 4.97 -1.07
N 0.52 0.98 4.70
H -0.48 -4.82 0.73
C -1.69 3.08 1.04
H 0.18 3.81 -2.25
S 1.90 2.05 1.23
C 1.87 -0.21 2.85
H -1.52 -0.80 0.14
N 1.50 -2.73 2.57
H -0.13 -1.23 1.13
H -0.82 2.92 1.67
```

Properties
Total charge: +1
Maximum force, eV/A: 0.28
Energy relative to the best compared isomer or geometry (same formula, charge and spin), kJ/mol: 0.0
LUMO energy, eV: -3.144
Multiplicity: 1
Highest occupied orbital energy, eV: -11.131
M, g/mol: 471.13
Orbital gap, eV: 7.99
DFT total energy, eV: -59817.2555

Here are the natural (NBO) charges for atoms 1 to 5, given in e: number 1, C, carries 0.27; number 2, C, carries -0.24; number 3, H, carries 0.26; number 4, H, carries 0.26; number 5, F, carries -0.52

***

# 6
Formula: C5H9N
Source: the OMol25 dataset
Level of theory: ωB97M-V/def2-TZVPD

```
15
Properties=species:S:1:pos:R:3
H 1.36 -1.38 0.16
H 0.03 -1.64 1.40
H 1.11 -0.60 1.87
H 0.30 2.16 1.08
C -0.56 0.35 0.14
H -1.02 2.41 0.07
H 0.11 -2.25 -1.99
C -0.10 1.79 0.11
C -0.67 -1.44 -1.94
H 0.52 1.98 -0.77
N -0.12 -0.11 -2.35
C 0.77 -1.05 0.95
H -1.58 -1.85 -2.20
C -0.52 -0.27 -1.13
H -1.34 0.17 0.87
```

Properties
Maximum force, eV/A: 4.92
Energy relative to the best compared isomer or geometry (same formula, charge and spin), kJ/mol: 411.1
LUMO energy, eV: 0.748
Multiplicity: 1
Highest occupied orbital energy, eV: -9.052
M, g/mol: 83.13
Orbital gap, eV: 9.80
DFT total energy, eV: -6816.7339

Here are the natural (NBO) charges for atoms 1 to 5, given in e: number 1, H, carries 0.21; number 2, H, carries 0.20; number 3, H, carries 0.21; number 4, H, carries 0.22; number 5, C, carries -0.21